{
  "formula": "C4H13NO2",
  "method": "wB97M-V/def2-TZVPD",
  "species": ["C", "C", "C", "O", "C", "N", "H", "H", "H", "H", "H", "H", "H", "H", "H", "H", "H", "O", "H", "H"],
  "coordinates": [[1.3653, -0.9913, 0.6867], [0.9944, 0.4057, 0.2669], [-0.0567, 0.5729, -0.8168], [0.2607, -0.2492, -1.9322], [-0.9093, -0.5042, -2.7845], [0.5182, 1.0935, 1.4819], [1.7418, -1.6257, -0.1157], [0.4293, -1.5390, 0.7966], [2.0740, -1.0927, 1.5086], [1.9062, 0.8872, -0.0865], [-0.2585, 1.6101, -1.0847], [-1.0570, 0.3004, -0.4802], [-0.6153, -1.1626, -3.6020], [-1.2880, 0.4500, -3.1508], [-1.6730, -1.0701, -2.2510], [1.1376, 0.9013, 2.2562], [0.7026, 2.0777, 1.3500], [-2.0328, -0.2316, 2.4723], [-2.0035, 0.0295, 3.3927], [-1.2360, 0.1383, 2.0924]],
  "lowdin_charge": [-0.036, -0.408, -0.096, 0.095, 0.064, 0.075, 0.088, 0.094, 0.105, 0.149, 0.184, 0.157, 0.119, 0.132, 0.133, 0.106, 0.102, -0.063, 0.038, -0.041],
  "total_charge": 1,
  "energy_ev": -9933.341,
  "gap_ev": [11.04, 4.41],
  "s2": 0.75,
  "multiplicity": 2
}